Density functional theory data (ωB97M-V/def2-TZVPD) for C11H9N in the gas phase at a distorted geometry.

The geometry in XYZ format:
```
21
Properties=species:S:1:pos:R:3:mulliken_charge:R:1
C -3.834 0.150 -0.048 0.555
C 2.529 1.567 -0.559 -0.479
C 2.874 0.250 -0.321 -0.381
C 1.285 2.045 -0.154 -0.564
C 1.922 -0.703 -0.054 -0.468
C 0.358 1.114 0.292 -0.196
C 0.636 -0.284 0.252 0.461
C -0.995 -1.833 1.408 -1.001
C -1.548 -0.567 -0.809 -0.794
C -2.855 0.194 -0.952 -0.695
C -0.593 -1.071 0.344 0.549
N -4.693 0.045 0.759 -0.374
H 3.400 2.235 -0.713 0.309
H 3.878 -0.086 -0.695 0.275
H 0.988 3.027 -0.350 0.425
H 2.337 -1.741 0.022 0.307
H -0.561 1.551 0.648 0.398
H -1.995 -2.177 1.560 0.341
H -0.316 -2.292 2.123 0.299
H -1.972 -1.363 -1.391 0.487
H -0.843 -0.062 -1.361 0.544
```

Multiplicity: 1
Max |F| (eV Å⁻¹): 3.954
E_LUMO (alpha / beta) (hartree): -0.0665 / -0.0662
Orbital gap (alpha / beta) (Eh): 0.2724 / 0.2696
Energy above the lowest of the compared OMol25 structures with the same formula, charge and spin (kcal per mole): 120.72